Entry from OMol25: a single C3H5NO2 molecule (the ωB97M-V functional and the def2-TZVPD basis).

Values from the calculation:
LUMO = 0.92 eV
Relative energy (zero: lowest compared OMol25 entry of this formula, charge and spin) = 128.0 kJ/mol

Positions of all 11 atoms, in Å:
N 0.797 -0.634 1.262
C 1.065 -0.318 -0.036
O 2.012 -0.755 -0.661
C 0.033 0.535 -0.725
C -1.390 0.228 -0.553
O -0.808 1.375 0.051
H 0.176 -0.059 1.811
H 1.494 -1.185 1.738
H 0.390 0.956 -1.663
H -2.074 0.397 -1.383
H -1.697 -0.540 0.158